1.
# C38H68N4O14

A cluster of 10 separate species, C38H68N4O14 in total at a distorted geometry (the ωB97M-V functional and the def2-TZVPD basis, the Open Molecules 2025 dataset).

CARTESIAN COORDINATES (ANGSTROEM)
1 C -31.21 6.80 20.58
2 C -32.46 7.63 21.04
3 O -32.42 9.02 20.66
4 C -33.49 9.82 20.64
5 C -33.16 11.23 20.23
6 O -34.67 9.51 20.89
7 H -31.19 6.83 19.50
8 H -31.45 5.77 20.85
9 H -30.25 7.15 20.96
10 H -33.31 7.24 20.48
11 H -32.59 7.56 22.12
12 H -32.80 11.79 21.09
13 H -34.01 11.83 19.90
14 H -32.42 11.24 19.43
15 C -33.36 13.82 24.24
16 C -34.11 12.50 23.82
17 O -34.19 11.68 24.96
18 C -33.63 10.48 24.98
19 C -33.99 9.67 26.16
20 O -32.86 10.10 24.11
21 H -33.95 14.61 24.71
22 H -32.91 14.23 23.34
23 H -32.49 13.60 24.86
24 H -35.15 12.69 23.55
25 H -33.54 12.03 23.02
26 H -34.11 8.62 25.90
27 H -35.01 9.89 26.48
28 H -33.29 9.75 27.00
29 C -34.88 7.07 32.74
30 C -33.56 6.40 32.29
31 O -33.21 7.02 31.07
32 C -32.02 7.52 30.83
33 C -31.84 8.03 29.43
34 O -31.09 7.76 31.65
35 H -35.30 6.42 33.51
36 H -35.62 7.11 31.95
37 H -34.70 8.04 33.21
38 H -32.73 6.50 32.98
39 H -33.68 5.34 32.04
40 H -30.77 7.99 29.22
41 H -32.13 9.06 29.21
42 H -32.26 7.26 28.78
43 C -34.63 2.64 30.95
44 C -34.37 3.33 29.61
45 O -35.53 4.07 29.42
46 C -35.63 5.05 28.44
47 C -37.08 5.65 28.32
48 O -34.72 5.49 27.73
49 H -34.53 3.30 31.80
50 H -33.98 1.80 31.21
51 H -35.59 2.13 30.96
52 H -33.42 3.87 29.66
53 H -34.32 2.67 28.74
54 H -37.12 6.64 28.76
55 H -37.77 4.98 28.83
56 H -37.42 5.69 27.28
57 O -27.48 1.23 22.09
58 C -27.49 2.06 22.96
59 O -28.48 2.93 23.28
60 C -27.98 3.90 24.13
61 C -26.70 3.24 24.68
62 O -26.43 2.27 23.73
63 H -27.76 4.86 23.68
64 H -28.61 4.14 24.99
65 H -26.74 2.82 25.68
66 H -25.82 3.87 24.57
67 O -31.79 -1.32 27.48
68 C -30.91 -0.50 27.62
69 O -29.63 -0.69 27.29
70 C -28.78 0.34 27.76
71 C -29.78 1.43 28.02
72 O -31.04 0.75 28.04
73 H -28.30 -0.04 28.66
74 H -27.94 0.61 27.12
75 H -29.72 2.12 27.18
76 H -29.55 1.87 28.98
77 C -32.44 -2.42 23.18
78 C -30.99 -2.21 22.79
79 C -30.27 -1.30 23.84
80 C -30.88 0.01 24.17
81 N -31.40 1.01 24.44
82 H -32.55 -2.89 24.16
83 H -32.99 -3.08 22.51
84 H -33.01 -1.49 23.28
85 H -30.86 -1.56 21.92
86 H -30.47 -3.13 22.52
87 H -29.26 -1.12 23.46
88 H -30.19 -1.65 24.86
89 C -35.00 4.12 22.13
90 C -36.20 4.98 21.64
91 C -35.97 6.45 22.11
92 C -35.77 6.77 23.52
93 N -35.60 6.98 24.68
94 H -35.21 3.06 22.03
95 H -34.71 4.23 23.17
96 H -34.11 4.40 21.57
97 H -37.16 4.56 21.94
98 H -36.08 4.93 20.56
99 H -36.82 7.05 21.78
100 H -35.07 6.78 21.58
101 C -31.40 3.54 33.14
102 C -30.93 4.05 31.76
103 C -29.43 4.29 31.67
104 C -28.99 5.50 32.38
105 N -28.76 6.52 32.94
106 H -32.32 2.97 33.02
107 H -31.54 4.46 33.70
108 H -30.74 2.87 33.70
109 H -31.54 4.90 31.47
110 H -31.17 3.30 31.01
111 H -29.24 4.44 30.61
112 H -28.80 3.49 32.06
113 C -32.07 6.26 25.53
114 C -31.78 4.79 25.33
115 C -31.91 3.82 26.53
116 C -31.31 4.45 27.73
117 N -30.90 4.98 28.69
118 H -32.08 6.84 24.60
119 H -31.43 6.80 26.22
120 H -33.07 6.38 25.95
121 H -30.76 4.75 24.97
122 H -32.41 4.52 24.48
123 H -31.37 2.90 26.29
124 H -32.94 3.60 26.80

**HOMO level**: -9.506 eV
**Electronic energy**: -75132.100 eV
**Gap between HOMO and LUMO**: 9.596 eV

***

2.
# C4H4O3

A structure of composition C4H4O3 at a distorted geometry (the ωB97M-V functional and the def2-TZVPD basis, the Open Molecules 2025 dataset).

CARTESIAN COORDINATES (ANGSTROEM)
1 C 1.29 -0.17 -0.20
2 C -0.73 -1.08 0.21
3 C -0.71 0.90 -0.19
4 C 0.64 0.97 0.01
5 H -1.33 -2.11 0.07
6 H -0.45 -0.69 1.31
7 H -1.33 1.86 -0.15
8 H 1.04 2.04 0.23
9 O 2.49 -0.31 -0.34
10 O 0.42 -1.25 -0.29
11 O -1.34 -0.18 -0.65

**HOMO level**: -10.047 eV
**Energy above the lowest of the compared OMol25 structures with the same formula, charge and spin**: 299.6 kJ/mol
**Electronic energy**: -10352.107 eV
**Gap between HOMO and LUMO**: 10.076 eV

***

3.
# CF3IO

A cluster of 2 separate species, CF3IO in total at a distorted geometry (the ωB97M-V functional and the def2-TZVPD basis, the Open Molecules 2025 dataset).

CARTESIAN COORDINATES (ANGSTROEM)
1 C -0.26 0.57 -0.27
2 O 1.15 -0.70 0.28
3 F -0.82 -0.03 -1.25
4 F -0.91 0.84 0.76
5 F 0.38 1.56 -0.82
6 I 0.45 -2.23 1.29

**HOMO level**: -9.121 eV
**Energy above the lowest of the compared OMol25 structures with the same formula, charge and spin**: 233.5 kJ/mol
**Electronic energy**: -19334.542 eV
**Gap between HOMO and LUMO**: 8.486 eV

***

4.
# C33H26AsIrN7S2

A structure of composition C33H26AsIrN7S2 at a distorted geometry (the ωB97M-V functional and the def2-TZVPD basis, the Open Molecules 2025 dataset).

CARTESIAN COORDINATES (ANGSTROEM)
1 Ir -0.33 -0.24 0.39
2 S -0.63 -2.09 -0.96
3 C 0.87 -3.03 -0.95
4 C 1.04 -4.03 -1.91
5 C 2.19 -4.80 -1.90
6 C 3.17 -4.61 -0.94
7 C 3.01 -3.63 0.02
8 C 1.87 -2.83 0.00
9 As 1.41 -1.57 1.37
10 C 0.86 -2.78 2.78
11 C -0.42 -3.32 2.71
12 C -0.81 -4.26 3.64
13 C 0.06 -4.66 4.65
14 C 1.34 -4.13 4.71
15 C 1.75 -3.19 3.77
16 C 3.02 -0.72 1.99
17 C 3.10 -0.24 3.30
18 C 4.23 0.45 3.71
19 C 5.27 0.67 2.82
20 C 5.19 0.21 1.51
21 C 4.06 -0.48 1.10
22 H 0.27 -4.20 -2.65
23 H 2.32 -5.57 -2.66
24 H 4.06 -5.24 -0.93
25 H 3.76 -3.48 0.79
26 H -1.11 -3.01 1.93
27 H -1.81 -4.68 3.59
28 H -0.26 -5.39 5.38
29 H 2.02 -4.44 5.49
30 H 2.75 -2.79 3.83
31 H 2.31 -0.43 4.01
32 H 4.30 0.80 4.73
33 H 6.16 1.21 3.14
34 H 5.99 0.39 0.82
35 H 3.99 -0.84 0.07
36 C 0.88 3.34 2.62
37 C 0.89 2.07 2.03
38 N 0.03 1.71 1.10
39 C -0.91 2.61 0.71
40 C -0.98 3.91 1.23
41 C -0.05 4.26 2.22
42 C -2.00 4.80 0.75
43 C -2.89 4.40 -0.18
44 C -2.87 3.06 -0.70
45 C -3.79 2.57 -1.64
46 C -3.70 1.27 -2.06
47 C -2.69 0.45 -1.55
48 N -1.81 0.89 -0.66
49 C -1.89 2.18 -0.24
50 H 1.61 3.57 3.38
51 H 1.64 1.35 2.31
52 H -0.09 5.25 2.66
53 H -2.03 5.80 1.15
54 H -3.65 5.08 -0.55
55 H -4.57 3.22 -2.02
56 H -4.40 0.86 -2.77
57 H -2.58 -0.57 -1.87
58 N -1.36 -0.35 2.11
59 C -1.03 -0.14 3.22
60 N -0.70 0.21 4.38
61 C -0.12 -0.54 5.30
62 N 0.43 -1.09 6.15
63 N 0.06 -0.93 -3.91
64 C 0.74 0.22 -3.85
65 N 1.04 0.82 -5.00
66 S 1.20 0.88 -2.38
67 H -0.20 -1.36 -4.78
68 H -0.17 -1.39 -3.04
69 H 0.83 0.42 -5.90
70 H 1.58 1.67 -4.97

**Net charge**: +1
**HOMO level**: -10.213 eV
**Energy above the lowest of the compared OMol25 structures with the same formula, charge and spin**: 111.7 kJ/mol
**Electronic energy**: -130418.792 eV
**Gap between HOMO and LUMO**: 6.452 eV

***

5.
# C17H27N5O3PPtS2

A structure of composition C17H27N5O3PPtS2 (the ωB97M-V functional and the def2-TZVPD basis, the Open Molecules 2025 dataset).

CARTESIAN COORDINATES (ANGSTROEM)
1 Pt 0.32 -0.13 0.11
2 N 3.36 2.43 0.55
3 C 2.74 3.66 1.08
4 C 1.39 3.96 0.42
5 C 0.16 3.14 0.85
6 N -0.15 1.98 -0.07
7 C 0.18 2.80 2.35
8 C 1.54 2.45 2.96
9 N 2.00 1.09 2.49
10 C 2.58 3.50 2.60
11 H 3.20 2.33 -0.45
12 H 2.74 1.25 1.76
13 H 4.37 2.47 0.68
14 H 3.38 4.52 0.89
15 H 1.50 3.92 -0.67
16 H 1.17 5.00 0.65
17 H -0.69 3.81 0.72
18 H 0.18 2.26 -0.99
19 H -1.16 1.93 -0.15
20 H -0.55 2.02 2.57
21 H -0.16 3.69 2.88
22 H 1.42 2.40 4.04
23 H 1.23 0.64 1.95
24 H 2.30 0.47 3.23
25 H 3.55 3.25 3.05
26 H 2.27 4.45 3.03
27 S -1.34 -0.30 1.70
28 C -1.30 -1.99 2.16
29 C -2.22 -2.47 3.10
30 C -2.22 -3.80 3.47
31 C -3.17 -4.26 4.45
32 N -3.93 -4.60 5.23
33 C -1.28 -4.68 2.90
34 C -0.37 -4.21 1.97
35 C -0.38 -2.86 1.60
36 S 0.83 -2.32 0.45
37 C -1.26 -6.07 3.27
38 N -1.21 -7.18 3.56
39 H -2.94 -1.79 3.53
40 H 0.34 -4.89 1.53
41 C 1.14 -2.19 -2.96
42 O 1.59 -0.82 -2.89
43 P 1.85 -0.05 -1.53
44 O 3.29 -0.46 -1.03
45 C 4.42 -0.56 -1.93
46 O 2.09 1.43 -2.15
47 C 1.48 1.87 -3.38
48 H 1.05 -2.42 -4.01
49 H 0.18 -2.30 -2.45
50 H 1.87 -2.85 -2.49
51 H 4.88 -1.54 -1.76
52 H 5.13 0.22 -1.68
53 H 4.12 -0.48 -2.97
54 H 0.41 1.66 -3.39
55 H 1.95 1.38 -4.23
56 H 1.65 2.95 -3.44

**Net charge**: +1
**HOMO level**: -10.455 eV
**Energy above the lowest of the compared OMol25 structures with the same formula, charge and spin**: 20.7 kJ/mol
**Electronic energy**: -65864.283 eV
**Gap between HOMO and LUMO**: 7.801 eV

***

6.
# C19H18Cl2HoI2N3O2S4Sb

A structure of composition C19H18Cl2HoI2N3O2S4Sb at a distorted geometry (the ωB97M-V functional and the def2-TZVPD basis, the Open Molecules 2025 dataset).

CARTESIAN COORDINATES (ANGSTROEM)
1 Ho 1.01 -2.17 -1.09
2 I -3.09 3.61 -2.72
3 C -2.04 1.77 -3.18
4 C -0.79 1.86 -3.73
5 C -0.02 0.70 -3.78
6 I 1.77 0.85 -4.72
7 C -0.49 -0.48 -3.11
8 O 0.28 -1.57 -3.03
9 C -1.76 -0.48 -2.58
10 C -2.22 -1.79 -1.92
11 N -1.59 -2.07 -0.69
12 C -1.86 -1.05 0.30
13 C -1.05 -1.20 1.53
14 C -1.37 -0.68 2.77
15 C -0.39 -0.62 3.74
16 C 0.89 -1.18 3.48
17 C 1.10 -1.72 2.24
18 N 0.19 -1.74 1.25
19 C -2.54 0.66 -2.57
20 H -0.24 2.71 -4.22
21 H -1.97 -2.57 -2.62
22 H -3.31 -1.72 -1.84
23 H -1.67 -3.03 -0.40
24 H -2.93 -0.90 0.39
25 H -1.50 -0.06 0.01
26 H -2.30 -0.11 2.90
27 H -0.52 -0.16 4.76
28 H 1.63 -1.14 4.32
29 H 2.07 -2.18 1.96
30 H -3.50 0.77 -2.12
31 S 1.03 -5.40 2.23
32 Sb 2.06 -5.11 0.16
33 S 3.18 -3.02 0.14
34 S 0.26 -4.63 -1.34
35 S 3.64 -6.62 -0.71
36 O 1.09 0.16 -0.85
37 N 1.51 1.18 -0.11
38 C 0.95 2.41 -0.32
39 C 1.50 3.57 0.14
40 C 2.63 3.50 1.04
41 C 3.32 2.22 1.16
42 C 2.75 1.10 0.57
43 H 0.01 2.38 -0.88
44 H 0.93 4.45 -0.19
45 H 3.14 4.39 1.36
46 H 4.21 2.07 1.75
47 H 3.11 0.10 0.79
48 Cl -2.97 2.24 1.41
49 C -1.34 2.60 1.91
50 Cl -1.12 3.09 3.59
51 H -1.02 3.30 1.13
52 H -0.69 1.74 1.72

**Net charge**: -2
**HOMO level (spin up / spin down)**: -0.667 / -2.026 eV
**Energy above the lowest of the compared OMol25 structures with the same formula, charge and spin**: 5.1 kJ/mol
**Electronic energy**: -145488.422 eV
**Gap between HOMO and LUMO (spin up / spin down)**: 3.929 / 5.287 eV
**2S+1**: 6

***

7.
# C10H18Cl2N2

A cluster of 3 separate species, C10H18Cl2N2 in total at a distorted geometry (the ωB97M-V functional and the def2-TZVPD basis, the Open Molecules 2025 dataset).

CARTESIAN COORDINATES (ANGSTROEM)
1 C -0.16 -0.06 -2.98
2 C -0.36 1.48 -2.63
3 C -1.70 2.09 -2.47
4 C -2.49 1.52 -1.36
5 N -3.08 1.08 -0.50
6 H -0.82 -0.14 -3.84
7 H -0.50 -0.71 -2.18
8 H 0.84 -0.35 -3.33
9 H 0.17 2.05 -3.39
10 H 0.13 1.61 -1.66
11 H -2.31 2.01 -3.37
12 H -1.41 3.12 -2.27
13 C 1.45 -3.30 2.45
14 C 0.64 -2.40 1.45
15 C 1.37 -1.94 0.18
16 C 1.55 -3.02 -0.73
17 N 1.67 -3.94 -1.41
18 H 2.29 -2.68 2.76
19 H 1.85 -4.21 2.00
20 H 0.76 -3.51 3.27
21 H 0.34 -1.48 1.94
22 H -0.39 -2.75 1.30
23 H 2.35 -1.65 0.57
24 H 0.87 -1.14 -0.34
25 Cl 1.53 1.54 1.69
26 C 0.01 1.74 2.50
27 C -0.93 2.69 1.70
28 Cl -0.14 4.25 1.29
29 H 0.13 2.23 3.47
30 H -0.50 0.79 2.68
31 H -1.80 2.96 2.31
32 H -1.38 2.13 0.88

**Net charge**: +1
**HOMO level (spin up / spin down)**: -13.926 / -13.829 eV
**Energy above the lowest of the compared OMol25 structures with the same formula, charge and spin**: 0.0 kJ/mol
**Electronic energy**: -38674.891 eV
**Gap between HOMO and LUMO (spin up / spin down)**: 10.298 / 2.674 eV
**2S+1**: 2

***

8.
# C26H50BClO7

A cluster of 8 separate species, C26H50BClO7 in total at a distorted geometry (the ωB97M-V functional and the def2-TZVPD basis, the Open Molecules 2025 dataset).

CARTESIAN COORDINATES (ANGSTROEM)
1 C -0.71 -0.27 0.41
2 C -1.53 -0.68 1.20
3 B -2.31 -0.97 2.47
4 C -2.02 -2.28 3.27
5 C -0.51 -2.40 3.60
6 C 0.05 -3.72 3.10
7 Cl 1.84 -3.78 3.26
8 H -0.07 -0.24 -0.43
9 H -3.15 -0.19 2.80
10 H -2.33 -3.11 2.62
11 H -2.59 -2.32 4.19
12 H 0.07 -1.62 3.11
13 H -0.33 -2.29 4.67
14 H -0.16 -3.83 2.04
15 H -0.34 -4.57 3.65
16 C -4.58 2.15 -2.09
17 C -3.55 2.11 -0.99
18 C -2.16 2.60 -1.35
19 O -3.81 1.71 0.12
20 H -5.53 1.78 -1.71
21 H -4.71 3.18 -2.45
22 H -4.26 1.54 -2.93
23 H -2.20 3.64 -1.68
24 H -1.76 1.99 -2.16
25 H -1.51 2.51 -0.48
26 C 0.47 -3.38 -4.35
27 C 0.07 -2.70 -3.06
28 C 0.82 -3.13 -1.82
29 O -0.80 -1.87 -3.04
30 H -0.13 -3.00 -5.17
31 H 1.53 -3.20 -4.56
32 H 0.33 -4.46 -4.27
33 H 1.88 -2.92 -1.94
34 H 0.67 -4.19 -1.64
35 H 0.44 -2.57 -0.97
36 C -5.60 -2.87 1.88
37 C -5.04 -4.11 1.23
38 C -5.81 -4.69 0.07
39 O -4.01 -4.61 1.62
40 H -4.96 -2.55 2.70
41 H -5.68 -2.06 1.15
42 H -6.60 -3.07 2.27
43 H -5.90 -3.95 -0.72
44 H -6.82 -4.96 0.40
45 H -5.31 -5.57 -0.30
46 C -4.73 -1.86 7.22
47 C -3.67 -2.94 7.28
48 C -3.34 -3.47 8.65
49 O -3.12 -3.35 6.29
50 H -4.88 -1.56 6.18
51 H -5.67 -2.23 7.63
52 H -4.42 -0.99 7.81
53 H -4.22 -3.90 9.12
54 H -2.98 -2.67 9.29
55 H -2.57 -4.24 8.57
56 C 4.15 1.71 -2.06
57 C 3.30 0.60 -1.49
58 C 3.18 0.52 0.01
59 O 2.73 -0.20 -2.21
60 H 4.16 1.65 -3.14
61 H 3.76 2.68 -1.74
62 H 5.17 1.61 -1.68
63 H 2.76 1.44 0.41
64 H 4.17 0.37 0.45
65 H 2.54 -0.32 0.28
66 C 3.12 4.45 -6.07
67 C 4.39 3.73 -5.68
68 C 5.40 3.48 -6.77
69 O 4.59 3.36 -4.54
70 H 2.49 4.56 -5.19
71 H 3.36 5.43 -6.47
72 H 2.59 3.89 -6.83
73 H 5.72 4.43 -7.21
74 H 4.95 2.88 -7.57
75 H 6.26 2.96 -6.37
76 C 6.34 6.19 0.34
77 C 5.32 5.69 -0.66
78 C 5.86 5.19 -1.98
79 O 4.14 5.69 -0.41
80 H 5.83 6.52 1.24
81 H 7.04 5.39 0.59
82 H 6.91 7.02 -0.08
83 H 6.54 4.35 -1.81
84 H 6.41 5.98 -2.49
85 H 5.04 4.85 -2.60

**HOMO level**: -9.150 eV
**Electronic energy**: -55301.965 eV
**Gap between HOMO and LUMO**: 9.735 eV